# 1
24
Properties=species:S:1:pos:R:3:forces:R:3 method="wB97M-V/def2-TZVPD" e_tot_ha=-368.03157 gap_ev="2.669 / 8.495" s_squared=0.7518 total_charge=0 molar_mass_da=118.2 homo_energy_ev="-2.31 / -8.06" spin_multiplicity=2
C -1.560948 0.969929 0.189631 0.054 0.158 0.080
C 1.243285 -0.039489 -1.735657 -0.418 0.940 -0.354
H -2.316624 1.508773 0.755171 -0.154 -0.004 -0.080
C 0.554250 -0.775373 -0.829257 0.233 -0.286 0.762
H 1.018628 -1.012937 0.136294 0.179 -0.376 -0.197
C -1.837520 -0.508155 0.074058 0.647 -0.628 -1.033
H 2.933769 1.064432 -2.386426 0.345 0.039 0.081
H -1.029226 -2.241399 -0.987992 0.103 0.028 0.644
H 0.419176 1.636346 0.133084 0.218 -0.368 -0.121
N -0.244896 1.281404 0.845865 -0.411 0.024 0.150
H -0.756987 -0.837763 3.479640 0.106 0.259 -0.266
H 0.679651 0.313246 -2.600451 0.102 -0.130 -0.076
H -1.489646 1.361848 -0.830355 -0.091 0.240 0.090
H 3.155218 0.229927 -0.809558 0.396 0.271 0.566
H 0.744330 -0.623615 3.555792 -0.125 0.230 -0.258
H 3.165536 -0.708749 -2.270213 0.326 0.128 -0.148
H -2.855968 -0.661805 -0.261622 -0.382 0.181 -0.116
H -0.331019 1.973250 1.593334 -0.131 0.132 -0.027
C 2.730817 0.178670 -1.794178 -0.973 -0.667 -0.366
O -0.048089 -0.279328 3.106081 0.042 -0.518 0.569
H 0.101911 0.431403 1.303075 0.293 0.056 -0.104
H -1.242837 -0.929597 -1.963782 0.161 0.641 -0.096
H -1.749618 -1.111276 0.952479 0.129 0.195 1.170
C -0.877489 -1.146516 -0.955268 -0.649 -0.547 -0.868

=====

# 2
24
Properties=species:S:1:pos:R:3:forces:R:3 method="wB97M-V/def2-TZVPD" e_tot_ha=-367.94400 gap_ev=9.670 total_charge=+1 molar_mass_da=118.2 homo_energy_ev=-12.83 spin_multiplicity=1
O -3.270355 -0.984303 -2.070703 0.043 0.301 0.098
C -0.636567 1.046902 -0.830547 1.023 1.022 0.046
C 1.006208 -0.672819 2.420111 -0.276 -0.366 -0.632
H -3.690402 -1.796767 -1.775793 0.035 -0.224 -0.041
H 1.474019 0.566816 4.046302 0.101 -0.091 -0.009
C 1.642900 0.066508 0.014180 -1.450 1.379 0.420
N -0.659672 -0.083854 -1.815525 0.312 0.468 0.883
H -1.302028 0.849582 0.000073 -0.097 -0.285 -0.006
H -1.595563 -0.186880 -2.196970 -0.427 -0.526 -0.373
H 0.649425 -1.511110 3.008847 -0.076 0.162 0.178
H 2.524538 0.486031 0.491275 0.192 -0.373 0.072
H 0.892296 2.069983 0.337462 -0.397 0.308 0.103
H -3.929647 -0.303165 -1.907283 -0.189 0.060 -0.073
H -0.179085 -0.999404 0.737874 -0.203 0.222 -0.282
H 1.286639 -1.888367 0.711175 0.004 -0.174 0.163
C 0.813589 1.321037 -0.436777 0.632 -1.246 0.072
C 0.890838 -0.894537 0.931625 0.801 -0.646 0.360
C 1.468207 0.422935 2.974042 0.247 0.549 0.437
H 1.315353 1.710137 -1.321558 0.074 0.312 -0.052
H 0.052863 0.090602 -2.514830 -0.023 -0.053 -0.420
H -0.942532 1.954007 -1.346711 -0.562 -0.183 -0.109
H 1.878336 1.235670 2.384008 -0.106 0.029 0.042
H -0.409806 -0.941621 -1.323082 -0.066 -0.145 -0.108
H 1.965673 -0.456673 -0.854426 0.410 -0.503 -0.770

=====

# 3
24
Properties=species:S:1:pos:R:3:forces:R:3 method="wB97M-V/def2-TZVPD" e_tot_ha=-367.93198 gap_ev=9.653 total_charge=+1 molar_mass_da=118.2 homo_energy_ev=-12.80 spin_multiplicity=1
O -2.479714 1.661619 1.398942 0.247 0.078 0.242
C 2.067292 -0.146270 1.164661 2.374 -2.302 -0.945
C 0.221947 -1.091917 -0.920070 0.193 -2.076 0.798
H 0.453212 0.925861 2.790991 0.594 -0.301 0.033
H -3.013618 2.084401 2.080352 -0.197 -0.014 -0.108
H 0.975015 -1.944696 -3.609283 -0.114 0.412 0.445
H -1.131424 0.242063 -0.089617 1.009 0.323 0.263
H -0.516976 1.817866 1.878626 0.474 -0.217 -0.552
H -0.590763 -1.433844 -4.171785 -0.445 0.432 -0.710
H -3.079439 1.095494 0.897383 0.030 0.102 0.103
H 0.935971 -1.884624 -0.657027 -0.003 0.314 -0.542
C -0.414146 -1.099945 -2.084483 0.655 1.590 -0.193
H -1.126370 -0.270950 -2.175749 -0.193 -0.448 -0.221
H 3.026420 0.221574 1.546490 -0.519 1.147 -0.149
N 0.475519 1.484299 1.942448 -1.282 1.105 -1.071
C -0.188687 -0.260263 0.245778 -2.244 0.831 0.009
H -0.407801 -2.857255 -3.256326 -0.549 -1.171 0.116
C -0.084804 -1.852347 -3.337421 0.671 -0.003 0.463
C 0.913271 0.667807 0.685329 0.740 0.302 0.878
H 1.890192 -0.977106 1.832951 -1.101 0.030 0.698
H -0.561747 -0.772576 1.161553 0.548 -0.464 -0.611
H 1.275327 1.322835 -0.138983 -0.660 0.108 0.857
H 1.069477 2.315765 2.058530 -0.078 -0.466 0.184
H 2.422433 -0.772674 0.319563 -0.151 0.688 0.013